Entry 1:
Entry from OMol25: a structure of composition C34H27BrN7O6V (ωB97M-V/def2-TZVPD).

Structure (XYZ):
```
76
Properties=species:S:1:pos:R:3
V -1.204 0.086 -0.023
O 0.998 3.121 0.826
C 0.641 3.772 -0.315
C 0.296 5.111 -0.212
C -0.051 5.825 -1.347
C -0.050 5.219 -2.598
C 0.275 3.877 -2.695
C 0.610 3.140 -1.563
C 0.873 1.671 -1.670
O -0.137 0.980 -0.921
N 2.156 1.366 -1.079
N 2.510 0.030 -0.994
C 3.764 -0.182 -0.974
C 4.386 -1.487 -0.735
Br 3.428 -2.728 0.334
C 5.625 -1.802 -1.117
C 6.495 -0.978 -1.977
C 6.011 -0.277 -3.082
C 6.868 0.480 -3.867
C 8.219 0.541 -3.561
C 8.716 -0.172 -2.478
C 7.862 -0.935 -1.700
H 1.506 2.327 0.588
H 0.328 5.581 0.762
H -0.313 6.871 -1.256
H -0.312 5.783 -3.482
H 0.253 3.381 -3.658
H 0.753 1.327 -2.705
H 2.881 1.979 -1.449
H 4.474 0.641 -1.098
H 6.048 -2.732 -0.758
H 4.965 -0.358 -3.352
H 6.483 1.006 -4.731
H 8.888 1.129 -4.175
H 9.771 -0.138 -2.244
H 8.253 -1.498 -0.861
O -3.836 -0.240 -3.063
C -3.001 -0.390 -2.215
N -2.836 0.336 -1.032
C -3.706 1.361 -0.653
O -4.722 1.705 -1.192
C -3.233 2.034 0.621
C -3.965 3.047 1.201
C -3.514 3.583 2.397
C -2.353 3.086 2.969
C -1.664 2.079 2.321
N -2.097 1.567 1.167
C -1.939 -1.465 -2.345
C -1.940 -2.348 -3.403
C -0.952 -3.321 -3.447
C -0.002 -3.372 -2.438
C -0.059 -2.442 -1.417
N -1.011 -1.510 -1.378
H -4.865 3.382 0.706
H -4.065 4.377 2.883
H -1.973 3.475 3.903
H -0.737 1.680 2.711
H -2.710 -2.255 -4.156
H -0.923 -4.033 -4.261
H 0.783 -4.114 -2.439
H 0.674 -2.416 -0.623
O 0.081 -0.348 1.401
N -0.271 -1.206 2.298
N -1.433 -1.635 2.095
O -2.124 -1.170 1.068
C -2.018 -2.670 2.919
C -1.420 -3.005 4.123
C -1.991 -4.018 4.872
C -3.133 -4.671 4.422
C -3.715 -4.306 3.218
C -3.159 -3.294 2.450
H -0.535 -2.487 4.463
H -1.543 -4.294 5.817
H -3.568 -5.465 5.014
H -4.609 -4.806 2.871
H -3.600 -2.990 1.513
```

Calculated values
Expectation value of S² = 0.760
HOMO level (alpha / beta) = -0.395 / -0.395 hartree
Calculated total energy = -5664.3996 Eh
Spin multiplicity = 2
Net charge = +1
Relative energy (zero: lowest compared OMol25 entry of this formula, charge and spin) = 22.72 kJ/mol

---

Entry 2:
Entry from OMol25: the molecule C3H7N3O2 (ωB97M-V/def2-TZVPD).

Structure (XYZ):
```
15
Properties=species:S:1:pos:R:3
C 2.015 -0.132 0.486
N 0.658 -0.081 0.052
C -0.037 -1.173 -0.429
N -1.331 -1.520 -0.459
N -2.274 -0.672 0.175
O 0.497 0.924 -0.758
C -0.708 1.770 -0.497
O -1.665 1.589 0.442
H 2.548 0.978 0.705
H 2.270 -0.885 1.273
H 2.782 -0.485 -0.382
H 0.634 -2.002 -0.808
H -1.742 -0.045 0.879
H -3.155 -1.044 0.374
H -0.490 2.777 -1.055
```

Calculated values
SMILES = CN(/C=N\N)OC=O
HOMO level = -0.299 hartree
Calculated total energy = -433.0220 Eh
Relative energy (zero: lowest compared OMol25 entry of this formula, charge and spin) = 789.62 kJ/mol

---

Entry 3:
Entry from OMol25: a cluster of 9 separate species, C55H47NO36S in total (ωB97M-V/def2-TZVPD).

Structure (XYZ):
```
140
Properties=species:S:1:pos:R:3
C -0.002 1.841 2.742
C 0.561 0.760 1.839
O 1.664 0.903 1.339
N -0.280 -0.354 1.605
C 0.175 -1.084 0.414
C -0.295 -1.222 2.802
C -1.472 -2.202 2.826
C -1.271 -3.563 2.117
C 0.096 -4.169 2.282
O 0.322 -4.436 3.697
S 1.846 -4.829 4.059
O 2.657 -3.676 3.761
O 2.287 -5.935 2.909
H -0.101 2.767 2.188
H 0.650 1.926 3.611
H -0.968 1.508 3.123
H 1.186 -1.484 0.551
H 0.233 -0.373 -0.409
H -0.511 -1.877 0.137
H 0.685 -1.682 2.969
H -0.450 -0.542 3.644
H -1.827 -2.357 3.844
H -2.289 -1.699 2.303
H -1.564 -3.498 1.072
H -1.987 -4.256 2.570
H 0.200 -5.123 1.763
H 0.871 -3.514 1.882
H 2.870 -6.564 3.355
C -2.299 7.719 1.058
C -1.826 6.975 2.066
C -1.830 5.476 2.018
O -1.361 4.857 2.955
C -2.393 4.825 0.846
C -2.871 5.563 -0.161
C -2.845 7.065 -0.128
O -3.284 7.658 -1.096
O -3.394 5.019 -1.258
O -1.319 7.513 3.174
H -2.295 8.797 1.085
H -2.403 3.744 0.829
H -3.659 5.771 -1.823
H -1.048 6.762 3.736
C -1.294 -9.666 3.658
C -2.050 -10.370 2.805
C -1.714 -10.471 1.344
O -2.435 -11.142 0.631
C -0.546 -9.754 0.858
C 0.209 -9.046 1.708
C -0.113 -8.972 3.176
O 0.625 -8.333 3.908
O 1.279 -8.366 1.308
O -3.141 -11.024 3.187
H -1.525 -9.589 4.712
H -0.324 -9.817 -0.198
H 1.638 -7.930 2.103
H -3.496 -11.448 2.382
C 1.985 8.574 -2.876
C 0.732 8.489 -2.413
C 0.291 9.225 -1.181
O -0.871 9.103 -0.838
C 1.269 10.028 -0.468
C 2.525 10.113 -0.928
C 2.961 9.396 -2.177
O 4.112 9.532 -2.545
O 3.464 10.828 -0.320
O -0.207 7.756 -3.005
H 2.313 8.051 -3.763
H 0.944 10.540 0.427
H 4.272 10.720 -0.857
H -1.019 7.876 -2.474
C -0.638 -7.173 9.929
C -1.417 -7.891 9.110
C -1.095 -8.053 7.652
O -1.840 -8.738 6.972
C 0.083 -7.385 7.126
C 0.861 -6.664 7.944
C 0.555 -6.522 9.409
O 1.315 -5.867 10.096
O 1.950 -6.029 7.523
O -2.520 -8.507 9.527
H -0.859 -7.051 10.980
H 0.294 -7.498 6.071
H 2.323 -5.591 8.312
H -2.891 -8.952 8.742
C 2.368 1.480 -4.016
C 1.796 1.599 -2.809
C 0.558 2.427 -2.600
O 0.077 2.479 -1.482
C -0.003 3.128 -3.744
C 0.573 3.009 -4.946
C 1.796 2.161 -5.159
O 2.253 2.088 -6.288
O 0.110 3.627 -6.030
O 2.276 0.998 -1.728
H 3.254 0.888 -4.180
H -0.884 3.733 -3.580
H 0.708 3.369 -6.757
H 1.677 1.253 -1.000
C 6.830 4.814 -1.561
C 5.989 3.771 -1.597
C 5.659 3.067 -2.883
O 4.902 2.117 -2.833
C 6.256 3.560 -4.114
C 7.094 4.604 -4.077
C 7.445 5.293 -2.788
O 8.228 6.224 -2.829
O 7.669 5.101 -5.167
O 5.395 3.291 -0.511
H 7.077 5.327 -0.643
H 5.997 3.055 -5.035
H 8.222 5.845 -4.861
H 4.843 2.541 -0.808
C -5.983 0.792 -3.771
C -7.241 0.616 -3.349
C -7.769 1.301 -2.120
O -8.930 1.106 -1.808
C -6.866 2.154 -1.367
C -5.604 2.330 -1.786
C -5.085 1.664 -3.031
O -3.934 1.882 -3.365
O -4.733 3.096 -1.141
O -8.106 -0.169 -3.982
H -5.595 0.306 -4.656
H -7.251 2.627 -0.475
H -3.904 3.052 -1.650
H -8.937 -0.116 -3.472
C -0.680 -2.976 -6.349
C -0.876 -1.974 -5.482
C 0.184 -1.561 -4.501
O -0.056 -0.630 -3.755
C 1.438 -2.294 -4.486
C 1.633 -3.299 -5.351
C 0.584 -3.697 -6.352
O 0.836 -4.607 -7.118
O 2.756 -4.006 -5.385
O -2.009 -1.280 -5.431
H -1.433 -3.282 -7.061
H 2.185 -1.996 -3.763
H 2.637 -4.663 -6.098
H -1.888 -0.617 -4.725
```

Calculated values
HOMO level = -0.340 hartree
Calculated total energy = -5285.5813 Eh

---

Entry 4:
Entry from OMol25: a cluster of 2 separate species, C2H4O4 in total (ωB97M-V/def2-TZVPD).

Structure (XYZ):
```
10
Properties=species:S:1:pos:R:3
C 0.806 0.728 0.537
C 1.513 0.524 -0.714
O 0.763 0.853 1.681
O -2.100 -1.612 0.994
O -1.387 0.037 -0.520
O -1.524 -1.251 -0.250
H 1.137 -0.380 -1.076
H 2.552 0.718 -0.601
H 0.977 1.300 -1.327
H -2.738 -0.918 1.275
```

Calculated values
HOMO level (alpha / beta) = -0.316 / -0.258 hartree
Calculated total energy = -379.2722 Eh
Relative energy (zero: lowest compared OMol25 entry of this formula, charge and spin) = 856.65 kJ/mol

---

- Which of these has the highest calculated total energy?
  C2H4O4